1.
# BH26O11

12 unconnected molecules or ions with the total composition BH26O11 in a non-equilibrium geometry (wB97M-V/def2-TZVPD, the OMol25 dataset).

XYZ file:
```
38
Properties=species:S:1:pos:R:3:forces:R:3
H 3.62936 0.09709 0.22731 -0.142 0.052 0.032
O -2.51944 1.11185 3.58170 -0.005 0.335 0.346
O 1.01524 -2.86122 -2.74683 0.503 -0.005 -0.167
H 2.38921 -0.68295 -0.19077 0.272 0.189 0.248
H 0.39227 0.31653 -1.92530 0.127 -0.381 -0.398
B 0.32270 -0.05003 0.26020 -0.301 0.581 0.421
O -0.16846 -0.94440 3.79567 0.006 0.204 0.172
O 0.47696 0.12198 -2.88673 -0.002 0.163 -0.069
H -0.12225 -0.85284 -0.44578 -0.313 -0.826 -0.771
H -3.07994 1.75043 4.03193 0.005 -0.029 -0.033
H 0.71383 -3.87441 0.54911 -0.019 0.055 -0.030
H 0.65025 -1.01602 4.29365 0.041 0.035 -0.107
O 0.24202 -3.08824 0.84153 0.350 -0.455 0.044
H 1.02142 -0.46132 1.09876 1.196 -0.582 0.600
O -1.67346 -2.60590 -2.01389 0.055 -0.049 -0.350
H -3.77281 1.33541 0.00624 0.067 0.053 -0.005
H -1.63275 1.51622 3.57904 -0.283 -0.196 -0.279
H -1.34277 2.20804 -2.37172 0.215 -0.064 0.061
H 2.03568 3.14427 -0.87140 -0.038 -0.131 0.021
H 0.57613 2.54846 2.71857 -0.043 0.063 0.185
H 1.55533 -2.06347 -2.63250 -0.271 0.087 0.099
H -0.73904 -2.76885 -2.23942 -0.286 -0.007 0.271
O 0.14255 1.70820 2.89063 0.584 0.146 -0.765
H -0.13199 -0.60757 -3.05302 -0.125 0.101 0.279
H 1.53101 -3.43092 -3.32469 -0.046 -0.013 0.034
H 1.83771 3.56572 -2.32441 -0.063 -0.031 -0.010
H -0.55997 2.24279 -1.06031 -0.006 0.014 -0.110
O 3.36531 -0.73869 -0.16261 0.043 -0.280 -0.322
H 0.85086 -2.35346 0.66948 -0.418 0.074 0.108
H -0.55670 0.39854 0.87586 -1.198 0.386 0.467
O 1.58892 2.89011 -1.68529 0.186 0.213 -0.037
H -2.17163 -3.16317 -2.61936 0.014 0.029 0.019
O -2.97490 0.80028 0.02975 -0.368 -0.174 -0.065
H -0.15978 -0.03505 3.44571 0.015 -0.709 0.297
H 0.79294 0.87040 -0.29717 0.882 0.918 -0.696
H 0.24715 1.22445 2.02057 -0.503 0.080 0.424
O -1.39891 2.52194 -1.46199 -0.006 0.114 -0.163
H -2.37204 1.22582 -0.60254 -0.127 0.042 0.251
```
Forces are in eV/Å.

DFT total energy: -868.06304 a.u.
multiplicity: 1
charge: -1
frontier orbital gap: 8.423 eV
highest occupied orbital energy: -0.2147 hartree

Atomic partial charges in e from the Mulliken method, atoms 1 to 8: atom 1 (H): 0.30, atom 2 (O): -0.58, atom 3 (O): -0.62, atom 4 (H): 0.30, atom 5 (H): 0.21, atom 6 (B): 0.65, atom 7 (O): -0.59, atom 8 (O): -0.78

2.
# C24H31N2O3PSTl

A molecular structure, C24H31N2O3PSTl in a non-equilibrium geometry (wB97M-V/def2-TZVPD, the OMol25 dataset).

XYZ file:
```
63
Properties=species:S:1:pos:R:3:forces:R:3
H -0.23599 1.00181 -1.02388 -0.077 -0.259 0.001
C -5.93882 -1.59501 2.50571 -0.691 0.220 0.505
H -1.30637 2.88941 -1.28498 -0.118 -0.053 -0.410
H 2.73748 -3.36554 -0.47267 -0.192 0.639 1.006
Tl 1.26116 0.03005 2.75183 -0.058 -0.114 -0.088
H -3.20249 1.29395 1.65952 -0.057 0.450 -0.567
H 1.99820 3.36912 -1.83578 0.353 -0.006 0.148
C 4.20170 1.50339 -2.52491 0.430 0.299 -0.809
C 3.39208 -2.21004 1.21186 0.283 -0.458 -0.690
H 5.19687 -1.44683 0.46150 0.427 0.574 -0.029
C 4.27490 -1.26918 -2.92013 0.154 0.404 0.118
C -1.69058 -1.17562 2.04213 0.414 0.502 -0.048
P 2.11179 1.23777 -0.54383 0.572 0.291 -0.641
C 4.85217 -2.42819 0.73349 -0.964 0.002 0.043
H -4.74474 3.00252 0.67938 0.457 -0.190 -0.581
C 0.96356 -2.68004 0.48911 0.403 0.286 0.326
C -5.21067 -0.75463 3.35291 -0.404 -0.115 0.157
C -3.15915 -1.39347 2.22014 -1.057 -0.703 -0.100
H -4.34107 2.17889 -0.89683 0.006 0.211 0.705
C 3.44949 -0.70277 -1.96383 0.301 0.349 -0.558
H -2.62965 0.94994 0.04494 0.089 -0.235 -0.074
H 5.75463 -0.85193 -4.43527 -0.076 0.082 0.093
H -0.64104 -3.14957 -0.90141 0.041 0.170 0.156
O -1.26396 -0.06374 2.53027 0.366 -0.414 -0.070
C -3.83813 -0.69019 3.23980 0.800 -0.245 -0.629
H -1.05574 4.43405 -0.47801 0.912 0.694 0.041
C -5.29091 -2.37563 1.57903 1.276 0.054 -0.074
H -3.20625 -0.10183 3.89469 -0.234 0.179 -0.001
C 0.17840 -3.64421 -0.37420 -0.364 -0.067 -0.045
C -3.92693 2.70748 -0.01153 0.035 -0.158 -0.052
O -1.78645 3.66804 2.06965 0.046 0.341 0.632
C 2.08688 3.06976 -0.78440 0.657 -0.243 -0.107
S -1.42380 2.66107 1.04101 0.392 0.165 0.283
H -5.72491 -0.18141 4.12895 0.145 -0.155 -0.264
C 2.39617 -2.73330 0.39232 -0.164 -1.151 -1.416
H 5.46377 -2.80918 1.54238 0.122 -0.096 0.134
H -7.02826 -1.66569 2.58884 0.365 0.065 0.099
H 2.87412 -1.35519 -1.33680 -0.265 -0.111 0.292
C -3.90794 -2.26538 1.40402 0.189 0.700 0.637
H -0.31704 -4.37823 0.27571 0.198 0.032 -0.190
C -3.11795 3.93427 -0.50499 -0.357 -0.665 -0.632
H 0.78741 -4.14223 -1.13462 0.154 0.005 0.350
C 3.37227 0.69185 -1.80051 -0.689 -0.761 0.977
H 4.34357 -2.35445 -2.98764 -0.059 0.236 -0.179
H 4.93706 -3.04315 -0.16581 -0.091 -0.150 0.228
O 3.22647 -1.54480 2.25701 0.096 0.317 0.438
H 0.59787 1.18382 -2.61204 0.360 -0.048 0.952
H -5.79530 -3.12056 1.00979 -0.601 -0.246 -0.474
C -1.64009 3.54921 -0.49312 -0.834 -0.161 -0.411
H 4.15643 2.57844 -2.40833 0.127 0.047 0.091
H 5.79655 1.57527 -3.98169 -0.297 -0.014 -0.135
H -3.23910 4.72594 0.18980 -0.058 0.779 0.769
C -2.91369 1.76883 0.70201 -0.728 -0.685 0.125
H 1.20301 3.41095 -0.30142 -0.898 0.280 0.525
C 5.06358 0.94855 -3.47890 0.172 -0.352 0.197
N 0.34222 -1.85991 1.29732 0.068 -0.027 0.096
H 2.91111 3.56065 -0.24179 -0.099 -0.180 -0.503
H -3.38870 -2.82462 0.63962 0.043 -0.110 0.013
C 5.07501 -0.42807 -3.69942 0.219 0.095 0.114
N -1.02270 -2.09526 1.39012 -0.666 0.149 0.060
H -3.47161 4.33408 -1.46950 0.216 -0.368 0.161
H 0.77648 -0.32872 -1.68668 -0.399 0.487 0.180
C 0.67761 0.76947 -1.56997 -0.392 -0.566 -0.877
```
Forces are in eV/Å.

DFT total energy: -2180.41839 a.u.
multiplicity: 1
charge: -1
frontier orbital gap: 6.084 eV
highest occupied orbital energy: -0.1294 hartree

Atomic partial charges in e from the Mulliken method, atoms 1 to 8: atom 1 (H): -0.36, atom 2 (C): -0.36, atom 3 (H): 0.30, atom 4 (H): -0.08, atom 5 (Tl): 0.72, atom 6 (H): 0.02, atom 7 (H): 0.36, atom 8 (C): -0.34

3.
# C2H4ClNO

A single C2H4ClNO molecule in a non-equilibrium geometry (wB97M-V/def2-TZVPD, the OMol25 dataset).

XYZ file:
```
9
Properties=species:S:1:pos:R:3:forces:R:3
O 1.73055 -1.08165 0.21130 -0.301 2.779 0.814
C 0.87715 0.01692 -0.11439 1.160 3.391 1.378
H -1.13735 1.31544 0.73826 -0.442 -0.894 -0.883
N -0.46559 -0.41585 -0.37028 -2.917 2.709 1.411
Cl -3.04305 -0.02524 -0.01632 0.284 0.396 -0.109
C -1.37874 0.41628 0.09894 2.671 -2.581 -0.417
H 1.26562 0.60566 -1.00010 -0.315 -0.950 0.568
H 0.86082 0.88014 0.75133 0.498 -2.307 -1.560
H 1.29059 -1.71169 -0.29873 -0.637 -2.544 -1.201
```
Forces are in eV/Å.

DFT total energy: -668.74203 a.u.
multiplicity: 1
frontier orbital gap: 10.717 eV
highest occupied orbital energy: -0.3788 hartree
SMILES: OC/N=C/Cl

Atomic partial charges in e from the Mulliken method, atoms 1 to 8: atom 1 (O): -0.46, atom 2 (C): -0.07, atom 3 (H): 0.25, atom 4 (N): -0.38, atom 5 (Cl): -0.13, atom 6 (C): 0.04, atom 7 (H): 0.25, atom 8 (H): 0.20

4.
# C4H8N4

A molecular structure, C4H8N4 in a non-equilibrium geometry (wB97M-V/def2-TZVPD, the OMol25 dataset).

XYZ file:
```
16
Properties=species:S:1:pos:R:3:forces:R:3
H 1.65821 1.11856 2.10069 2.140 1.471 3.031
H 2.29162 1.83430 -0.43142 -0.915 -1.504 0.589
H -3.18844 -1.78761 -0.57955 3.577 3.275 -0.367
C 1.07459 0.83571 1.34506 -4.777 0.309 -1.011
C 1.49914 1.09677 -0.07846 -2.176 1.175 -0.378
N 0.01425 -1.81191 -0.36796 -1.983 -1.220 -0.730
N -2.86076 0.43944 -1.07467 1.833 -2.212 3.055
C 1.17006 -1.51322 -0.03953 5.113 1.218 2.161
H -0.05789 0.85635 1.60984 1.923 -0.121 -0.702
H -0.35360 0.28713 -0.63415 -2.900 -4.472 1.357
C -2.28442 -0.72310 -0.64509 -3.416 0.808 -1.883
H 0.44096 1.21295 -0.65589 2.929 0.486 0.501
N 1.67395 -0.16660 0.61896 0.775 -3.541 -3.790
H 2.24148 -2.23136 -0.10215 -3.977 1.882 0.003
N -0.93939 -0.82084 -0.31766 2.174 4.968 -0.704
H -2.37976 1.37344 -0.74802 -0.321 -2.522 -1.133
```
Forces are in eV/Å.

DFT total energy: -375.94268 a.u.
multiplicity: 1
frontier orbital gap: 9.292 eV
highest occupied orbital energy: -0.3188 hartree

Atomic partial charges in e from the Mulliken method, atoms 1 to 8: atom 1 (H): 0.27, atom 2 (H): 0.29, atom 3 (H): 0.26, atom 4 (C): -0.14, atom 5 (C): -0.40, atom 6 (N): -0.64, atom 7 (N): -0.61, atom 8 (C): 0.13

5.
# C2H6O2

2 unconnected molecules or ions with the total composition C2H6O2 in a non-equilibrium geometry (wB97M-V/def2-TZVPD, the OMol25 dataset).

XYZ file:
```
10
Properties=species:S:1:pos:R:3:forces:R:3
H -3.00316 -0.51782 0.08781 0.994 0.670 0.045
O -2.20595 0.02051 -0.13709 -1.109 -0.789 -0.454
H 2.02729 -0.06998 -1.75332 -0.061 0.258 -0.460
O 0.40500 -0.00548 1.14329 0.173 -0.089 -0.804
H -2.13954 -0.12317 -1.09606 0.169 0.169 0.349
C 1.35131 -0.20383 0.16858 -0.754 0.393 0.731
H 2.20354 -0.70194 0.61236 0.183 -0.057 -0.394
C 1.22374 0.20229 -1.09382 0.457 -0.537 0.830
H -0.42348 0.17939 0.66488 -0.114 0.012 0.470
H 0.35720 0.77821 -1.38494 0.060 -0.031 -0.313
```
Forces are in eV/Å.

DFT total energy: -230.24996 a.u.
multiplicity: 1
frontier orbital gap: 9.368 eV
highest occupied orbital energy: -0.3247 hartree
SMILES: C=CO.O

Atomic partial charges in e from the Mulliken method, atoms 1 to 8: atom 1 (H): 0.31, atom 2 (O): -0.67, atom 3 (H): 0.23, atom 4 (O): -0.46, atom 5 (H): 0.33, atom 6 (C): 0.12, atom 7 (H): 0.35, atom 8 (C): -0.75

6.
# C17H31BeF5P2

A molecular structure, C17H31BeF5P2 in a non-equilibrium geometry (wB97M-V/def2-TZVPD, the OMol25 dataset).

XYZ file:
```
56
Properties=species:S:1:pos:R:3:forces:R:3
C -1.14236 1.02879 -4.82640 -0.714 3.590 0.366
H 2.48230 3.46323 -3.19592 0.260 -0.068 0.090
H 2.19873 0.90214 -7.25247 -0.409 -0.024 0.292
H 0.38991 5.09712 -2.36830 -0.145 0.159 0.250
H -1.38062 1.20353 -3.77884 0.224 -0.272 0.069
H 0.86209 -2.85566 -3.76743 -0.177 -0.074 -0.346
H 1.79904 -4.88713 -0.78356 -0.026 0.114 -0.211
H -0.14108 4.80358 -0.63904 0.137 0.159 -0.300
H -1.75728 -3.12610 -1.25773 0.175 -0.211 0.127
F -2.44126 -0.90363 0.12033 -0.429 0.789 0.524
H 1.91510 1.89613 0.03353 -0.235 0.222 0.036
F -4.23436 0.33438 0.44172 0.185 -0.284 0.928
H 0.72260 2.73330 -7.05825 -0.160 -0.234 0.204
P 0.60090 2.76041 -1.82475 0.182 -0.609 -0.595
C 0.00261 1.62178 -5.34356 -1.704 1.977 -0.641
C -2.64338 1.05393 -1.16617 2.472 -0.197 0.310
C -2.90740 0.37378 0.17905 0.417 0.804 -1.835
C 0.28833 -2.12941 -3.18088 0.515 -1.412 1.133
H 1.84293 -1.25403 -6.35352 -0.676 0.298 0.394
C 0.93180 -0.66038 -6.53588 -0.769 -1.287 -2.882
C -0.12314 4.42993 -1.66852 0.006 -0.107 -0.049
H 0.30088 1.20745 -0.16425 0.062 0.159 0.659
H -0.69480 1.77924 -7.44917 0.123 0.053 0.592
H -1.14849 4.26892 -2.01744 0.063 0.379 0.181
H -1.63234 -0.20733 -7.69825 0.403 -0.278 0.470
H 0.62592 2.24355 -4.68041 -0.194 -0.776 0.028
C 1.80395 -4.23259 -1.66541 0.220 0.060 -0.162
H 1.52741 -4.81414 -2.55371 0.052 0.009 0.140
C -0.31781 -1.22698 -6.26405 1.198 -2.226 -3.441
C -2.19499 0.41510 -5.67596 -0.830 -0.815 -0.152
H -0.34446 -2.23267 -5.84729 0.154 0.288 0.224
H 1.67881 -0.47423 -3.49033 0.029 0.007 -0.182
H -0.91692 -4.37966 -0.29155 -0.100 0.114 -0.353
C 0.22321 1.77873 -6.83571 0.503 -0.285 -1.125
H 1.04336 0.46376 -8.43799 -0.344 -0.196 0.332
C 2.38501 2.89743 -2.26320 0.057 0.315 -0.064
Be 0.09590 -0.07949 -5.16014 3.079 -1.207 6.203
C 1.13646 0.61770 -7.34697 0.561 0.500 -0.138
H -2.96202 -0.02936 -5.02782 0.418 -0.053 -0.053
H -0.78346 -2.36383 -3.29288 0.297 0.155 -0.115
H 0.08403 -0.04196 -2.88784 0.363 -0.083 0.292
H 0.48373 2.79360 0.67213 0.048 -0.161 -0.257
C -1.64466 -0.66573 -6.69020 -1.015 0.653 -0.304
F -3.14702 2.31504 -1.21822 -0.694 0.098 0.231
C 0.60455 -0.71487 -3.58146 -1.300 0.371 0.376
P 0.64715 -2.83509 -1.34667 -0.492 0.980 -0.970
H 2.71604 1.86092 -2.43273 -0.049 0.325 -0.032
C -0.90654 -3.82081 -1.24024 -0.103 0.010 0.111
H -1.00146 -4.51258 -2.09111 0.016 0.075 0.240
H 2.82584 -3.85089 -1.78290 -0.186 -0.108 -0.029
H 3.00940 3.32480 -1.46728 -0.084 0.093 -0.274
H -2.74036 1.18112 -6.23525 0.211 0.172 -0.121
H -2.40156 -1.46668 -6.74242 0.527 0.159 0.127
F -3.17316 0.33578 -2.19433 -0.833 -0.351 -0.217
C 0.86094 2.15197 -0.13329 -0.361 -0.900 0.265
F -2.24531 1.06346 1.15153 -0.928 -0.866 -0.345
```
Forces are in eV/Å.

DFT total energy: -1862.85252 a.u.
multiplicity: 1
frontier orbital gap: 2.893 eV
highest occupied orbital energy: -0.2038 hartree

Atomic partial charges in e from the Mulliken method, atoms 1 to 8: atom 1 (C): 0.81, atom 2 (H): 0.41, atom 3 (H): 0.37, atom 4 (H): 0.34, atom 5 (H): 0.27, atom 6 (H): 0.40, atom 7 (H): 0.40, atom 8 (H): 0.38

Calculated energy above the lowest of the compared OMol25 structures with the same formula, charge and spin (kJ/mol), listed in the same order as above: 178.1 0.0 163.1 802.8 80.5 598.1